# 1
This record from OMol25 describes a single C12H14N2O4S molecule at a distorted geometry. The level of theory is wB97M-V/def2-TZVPD.

Properties
**HOMO-LUMO gap**: 9.5 eV
**Relative energy (zero: lowest compared OMol25 entry of this formula, charge and spin)**: 3.217 eV
**LUMO level**: 0.567 eV
**Highest occupied orbital energy**: -9.0 eV
**SMILES**: Cc1noc(C)c1S(=O)(=O)Nc1cccc(CO)c1

Each line ends with the Löwdin charge.
Geometry (Å):
C 0.850 2.835 0.661  -0.004
C 1.356 1.838 -0.306  -0.306
N 1.481 2.085 -1.582  0.119
O 1.970 0.969 -2.184  0.037
C 2.157 0.016 -1.269  -0.279
C 2.695 -1.304 -1.663  0.021
C 1.779 0.501 -0.044  -0.181
S 1.890 -0.421 1.456  0.674
O 3.180 -1.040 1.533  -0.281
O 1.439 0.377 2.551  -0.266
N 0.828 -1.697 1.199  -0.044
C -0.390 -1.490 0.563  -0.296
C -0.954 -2.458 -0.261  -0.033
C -2.160 -2.202 -0.891  -0.075
C -2.798 -0.988 -0.722  -0.048
C -2.242 -0.018 0.106  -0.183
C -2.942 1.310 0.276  -0.211
O -2.361 2.163 1.227  -0.068
C -1.046 -0.278 0.752  0.012
H 1.228 2.608 1.654  0.077
H -0.240 2.804 0.691  0.069
H 1.150 3.832 0.353  0.091
H 3.308 -1.201 -2.555  0.096
H 1.879 -1.992 -1.884  0.092
H 3.288 -1.702 -0.842  0.080
H 1.301 -2.563 0.996  0.120
H -0.452 -3.405 -0.400  0.110
H -2.597 -2.956 -1.528  0.106
H -3.731 -0.789 -1.227  0.114
H -2.900 1.859 -0.671  0.136
H -4.002 1.131 0.512  0.129
H -2.361 1.724 2.085  0.101
H -0.602 0.449 1.412  0.094

***

# 2
This record from OMol25 describes a molecular structure, C12H14N2O6Pt. The level of theory is wB97M-V/def2-TZVPD.

Properties
**Net charge**: +4
**HOMO-LUMO gap (spin up / spin down)**: 9.5 / 6.2 eV
**Relative energy (zero: lowest compared OMol25 entry of this formula, charge and spin)**: 0.029 eV
**LUMO level (spin up / spin down)**: -14.347 / -17.906 eV
**Expectation value of S²**: 6.02
**Highest occupied orbital energy (spin up / spin down)**: -23.9 / -24.1 eV
**2S+1**: 5

Each line ends with the Löwdin charge.
Geometry (Å):
Pt -0.501 -1.250 -0.249  1.686
O 2.638 -3.921 0.427  0.318
C 1.677 -3.224 -0.009  -0.361
O 1.009 -2.410 0.686  -0.011
C 1.270 -3.413 -1.436  -0.111
C 1.756 -4.349 -2.334  0.133
C 1.140 -4.431 -3.584  0.109
C 0.038 -3.620 -3.878  0.120
C -0.385 -2.712 -2.923  -0.113
N 0.253 -2.607 -1.750  0.019
C -1.591 -1.818 -2.938  -0.334
O -2.392 -1.628 -3.900  0.327
O -1.845 -1.212 -1.856  -0.004
H 2.859 -3.820 1.380  0.222
H 2.578 -5.005 -2.064  0.170
H 1.493 -5.149 -4.318  0.166
H -0.470 -3.729 -4.831  0.161
H -2.229 -2.091 -4.746  0.203
O 0.963 2.212 0.349  0.346
C -0.085 1.754 0.677  -0.417
O -0.661 0.633 0.588  -0.083
C -0.997 2.934 1.548  -0.041
N -0.426 4.315 1.480  0.138
C -0.093 4.767 2.925  -0.020
C -0.043 3.471 3.717  -0.099
C -1.003 2.534 2.997  -0.080
H -1.916 2.857 0.957  0.191
H -1.106 4.954 1.052  0.210
H 0.415 4.368 0.893  0.189
H -0.891 5.440 3.236  0.157
H 0.849 5.311 2.884  0.156
H -0.381 3.639 4.743  0.158
H 0.967 3.060 3.777  0.145
H -2.059 2.671 3.314  0.192
H -0.830 1.470 3.185  0.155

***

# 3
This record from OMol25 describes a molecular structure, C12H14N2S at a distorted geometry. The level of theory is wB97M-V/def2-TZVPD.

Properties
**HOMO-LUMO gap**: 8.2 eV
**Relative energy (zero: lowest compared OMol25 entry of this formula, charge and spin)**: 2.169 eV
**LUMO level**: 0.669 eV
**Highest occupied orbital energy**: -7.5 eV

Each line ends with the Löwdin charge.
Geometry (Å):
C 0.420 1.892 -2.796  -0.119
C 3.048 -0.038 1.950  -0.123
C 0.776 0.878 -1.875  -0.036
C 2.106 0.688 1.209  -0.040
C -0.526 2.689 -2.240  -0.172
C 2.570 -1.245 2.278  -0.096
C -0.102 1.088 -0.793  -0.314
C 1.066 -0.149 1.093  -0.390
C -2.052 -1.877 0.075  -0.259
C -0.649 -1.521 -0.508  -0.050
C -2.776 -0.595 0.575  -0.491
C -0.190 0.175 0.337  -0.433
N -0.937 2.141 -1.101  0.065
N 1.259 -1.305 1.723  0.070
S -1.604 0.375 1.524  0.932
H 0.929 2.177 -3.699  0.089
H 3.980 0.414 2.347  0.112
H 1.541 0.116 -2.102  0.126
H 2.177 1.617 0.725  0.104
H -1.094 3.616 -2.636  0.143
H 3.055 -2.001 2.872  0.102
H -2.672 -2.348 -0.756  0.127
H -1.766 -2.534 0.877  0.081
H 0.144 -2.264 -0.112  0.106
H -0.759 -1.312 -1.539  0.065
H -3.382 -0.138 -0.169  0.065
H -3.475 -0.927 1.297  0.044
H -1.649 2.432 -0.450  0.136
H 0.561 -2.044 1.893  0.157

***

# 4
This record from OMol25 describes a gas-phase ion, C12H14N3 (charge +1) at a distorted geometry. The level of theory is wB97M-V/def2-TZVPD.

Properties
**Net charge**: +1
**HOMO-LUMO gap (spin up / spin down)**: 7.2 / 7.2 eV
**Relative energy (zero: lowest compared OMol25 entry of this formula, charge and spin)**: 1.176 eV
**LUMO level (spin up / spin down)**: -3.029 / -3.029 eV
**Highest occupied orbital energy (spin up / spin down)**: -10.2 / -10.2 eV
**SMILES**: [NH2+]=CN[C@@H]1CC=c2[nH]c3c(c21)C=CCC=3

Each line ends with the Löwdin charge.
Geometry (Å):
N -1.179 -2.751 2.226  0.178
C -1.044 -1.735 1.350  -0.115
N -2.020 -1.066 0.864  0.118
C -1.858 -0.168 -0.269  -0.189
C -2.186 -0.974 -1.583  -0.121
C -0.821 -1.292 -2.323  0.030
C 0.052 -0.442 -1.745  -0.273
N 1.346 -0.068 -1.960  0.166
C 1.717 0.815 -0.999  -0.184
C 0.564 1.000 -0.105  -0.091
C -0.409 0.173 -0.566  -0.121
C 0.635 1.886 0.985  -0.042
C 1.714 2.644 1.064  -0.032
C 2.964 2.536 0.190  -0.130
C 2.863 1.506 -0.859  0.027
H -0.361 -2.992 2.742  0.117
H -2.064 -2.828 2.732  0.137
H -0.045 -1.598 0.922  0.176
H -2.963 -1.336 1.121  0.181
H -2.667 0.637 -0.261  0.178
H -2.941 -0.332 -2.061  0.106
H -2.684 -2.017 -1.472  0.132
H -0.920 -1.671 -3.302  0.087
H 1.902 -0.285 -2.718  0.147
H -0.181 2.003 1.628  0.103
H 1.594 3.281 1.939  0.122
H 3.048 3.531 -0.105  0.108
H 3.607 2.349 1.000  0.112
H 3.625 1.377 -1.479  0.072

***

# 5
This record from OMol25 describes 2 unconnected molecules or ions with the total composition C12H14NO2 at a distorted geometry. The level of theory is wB97M-V/def2-TZVPD.

Properties
**Net charge**: -1
**HOMO-LUMO gap**: 7.6 eV
**Relative energy (zero: lowest compared OMol25 entry of this formula, charge and spin)**: 0.586 eV
**LUMO level**: 3.165 eV
**Highest occupied orbital energy**: -4.4 eV

Each line ends with the Löwdin charge.
Geometry (Å):
C 0.228 3.893 -0.527  -0.078
C -1.018 0.470 0.011  -0.212
C -0.944 1.614 -0.787  -0.156
C -0.068 2.504 -0.104  -0.259
C 0.177 1.962 1.135  -0.035
C -1.747 -0.644 -0.449  -0.035
C -2.274 -0.618 -1.705  -0.099
C -2.046 0.502 -2.613  -0.106
C -1.446 1.600 -2.096  -0.068
N -0.261 0.639 1.151  0.123
H -1.907 -1.451 0.262  0.115
H -2.907 -1.400 -2.108  0.085
H -0.235 -0.090 1.860  0.118
H -2.410 0.373 -3.627  0.085
H 0.750 2.493 1.870  0.114
H -1.400 2.484 -2.742  0.103
H 0.259 3.919 -1.632  0.066
H 1.177 4.316 -0.181  0.068
H -0.541 4.672 -0.288  0.082
C 2.188 -2.874 1.361  -0.203
C 1.369 -2.986 0.103  -0.129
C 1.467 -2.219 2.609  -0.737
O 0.241 -1.989 2.462  -0.108
O 2.199 -2.018 3.596  -0.084
H 2.613 -3.781 1.838  0.095
H 3.164 -2.351 1.285  0.094
H 1.948 -2.861 -0.807  0.051
H 0.586 -2.214 0.108  0.044
H 0.839 -3.943 0.017  0.066

***

# 6
This record from OMol25 describes a molecular structure, C12H15BCl2N6O2Zn at a distorted geometry. The level of theory is wB97M-V/def2-TZVPD.

Properties
**Net charge**: +2
**HOMO-LUMO gap (spin up / spin down)**: 4.4 / 4.1 eV
**Relative energy (zero: lowest compared OMol25 entry of this formula, charge and spin)**: 0.000 eV
**LUMO level (spin up / spin down)**: -11.146 / -11.052 eV
**Highest occupied orbital energy (spin up / spin down)**: -15.5 / -15.1 eV

Each line ends with the Löwdin charge.
Geometry (Å):
C -0.221 3.215 -1.004  -0.110
N -0.083 1.980 -1.503  -0.055
N 0.159 2.098 -2.872  0.007
C 0.073 3.399 -3.204  -0.015
C -0.158 4.143 -2.043  -0.006
B 0.393 0.802 -3.732  -0.434
N 1.396 -0.087 -2.946  0.009
N 1.194 -0.380 -1.586  -0.015
C 2.185 -1.210 -1.229  -0.078
C 2.998 -1.503 -2.341  0.019
C 2.462 -0.774 -3.403  -0.006
Zn -0.524 0.297 -0.553  0.733
N -0.953 0.025 -3.609  0.055
N -1.333 -0.374 -2.338  0.029
C -2.405 -1.174 -2.465  -0.024
C -2.774 -1.214 -3.823  0.097
C -1.835 -0.447 -4.508  0.050
H -2.870 -1.623 -1.597  0.134
H -1.705 -0.214 -5.561  0.163
H -3.620 -1.748 -4.232  0.142
H 0.719 1.051 -4.844  0.130
H 2.762 -0.691 -4.431  0.142
H 0.172 3.679 -4.235  0.138
H 3.854 -2.149 -2.350  0.117
H -0.264 5.206 -1.975  0.112
H 2.263 -1.567 -0.211  0.119
H -0.381 3.377 0.056  0.091
H -0.417 -2.601 0.514  -0.013
C -0.085 -2.905 1.511  -0.040
H 0.488 -3.841 1.405  0.045
H 0.548 -2.140 1.952  0.011
H -0.975 -3.017 2.143  0.027
Cl -2.754 -0.123 3.479  0.755
C -2.402 1.204 2.371  -0.906
Cl -0.641 1.379 2.068  0.738
C -3.122 0.884 1.005  -0.562
O -4.288 1.276 1.077  0.354
O -2.471 0.274 0.092  -0.051
H -2.828 2.126 2.776  0.098

***

The calculation returns the following total energy values, one per record and in order: -34674.975; -31132.759; -26484.310; -17132.834; -18258.064; -99844.569 eV.